(1)
A structure of composition C9H8N2O4Ti at a distorted geometry, computed with the ωB97M-V functional and the def2-TZVPD basis.

Geometry as XYZ:
```
24
Properties=species:S:1:pos:R:3
Ti -0.019 -0.059 -0.533
O 0.136 3.117 0.240
C 0.031 1.965 -0.062
C -0.218 -2.092 -0.577
O -0.291 -3.254 -0.309
C 2.025 -0.019 -0.908
O 3.105 -0.053 -0.365
C -2.031 0.152 -0.808
O -3.143 0.159 -0.435
C 0.028 0.651 -3.482
H -0.861 1.262 -3.737
H 0.971 1.183 -3.717
C -0.035 -0.680 -3.558
H 0.852 -1.269 -3.847
H -0.974 -1.172 -3.868
N -0.429 0.439 3.553
C 0.325 -0.681 3.702
C 0.699 -1.123 2.478
N 0.088 -0.148 1.554
C -0.552 0.768 2.265
H -0.857 0.920 4.328
H 0.486 -0.993 4.683
H 1.288 -1.959 2.121
H -1.126 1.709 1.984
```

Summary:
Total charge   +2
M   256.0 g mol⁻¹
HOMO-LUMO gap (spin up / spin down)   7.6982 / 7.0769 eV
⟨S²⟩   2.01
Lowest unoccupied orbital energy (spin up / spin down)   -9.36 / -10.19 eV
E_tot   -1606.98760 a.u.
Spin multiplicity   3

---

(2)
A structure of composition C3H6NO2S at a distorted geometry, computed with the ωB97M-V functional and the def2-TZVPD basis.

Geometry as XYZ:
```
13
Properties=species:S:1:pos:R:3
C 0.795 2.638 -0.087
C 0.623 0.043 1.151
C -1.236 0.263 -0.408
N -0.381 0.877 0.408
O 0.119 3.249 -0.805
O 1.744 2.414 0.521
S 0.023 -0.615 -2.126
H 0.615 0.347 2.190
H 0.373 -0.936 0.879
H 1.535 0.374 0.565
H -1.789 -0.643 -0.073
H -1.921 0.832 -0.951
H 0.448 0.657 -2.397
```

Summary:
Total charge   -1
M   120.2 g mol⁻¹
HOMO-LUMO gap   6.8820 eV
Energy above the lowest of the compared OMol25 structures with the same formula, charge and spin   185.08 kJ/mol
Lowest unoccupied orbital energy   3.89 eV
E_tot   -721.33812 a.u.

---

(3)
A structure of composition C44H40N2O3P2S3Sr, computed with the ωB97M-V functional and the def2-TZVPD basis.

Geometry as XYZ:
```
95
Properties=species:S:1:pos:R:3
Sr 0.482 -0.674 -1.002
C 0.499 -4.573 5.090
O 1.789 -3.992 5.037
C 2.060 -3.167 3.997
C 3.375 -2.652 3.970
C 3.726 -1.818 2.952
C 2.834 -1.433 1.918
C 3.290 -0.493 0.922
C 4.732 -0.033 0.935
O 2.576 -0.010 0.021
C 1.503 -1.972 1.945
O 0.610 -1.727 1.058
C 1.155 -2.835 3.022
H 0.490 -5.209 5.970
H 0.304 -5.176 4.199
H -0.275 -3.807 5.184
H 4.067 -2.933 4.750
H 4.734 -1.429 2.944
H 5.411 -0.882 0.845
H 4.969 0.486 1.864
H 4.880 0.638 0.093
H 0.148 -3.225 3.010
C 0.662 3.832 -1.474
C 1.299 3.213 -0.222
P 0.163 2.152 0.774
C 1.162 1.758 2.259
C 0.582 0.892 3.184
C 1.243 0.557 4.354
C 2.504 1.075 4.612
C 3.096 1.928 3.692
C 2.429 2.268 2.521
C -0.987 3.371 1.522
C -2.349 3.097 1.567
C -3.230 3.979 2.177
C -2.754 5.152 2.743
C -1.394 5.434 2.708
C -0.517 4.544 2.108
C 0.008 2.812 -2.419
P -1.786 2.509 -1.993
C -2.617 3.272 -3.443
C -2.197 4.517 -3.911
C -2.870 5.153 -4.942
C -3.983 4.560 -5.519
C -4.420 3.329 -5.052
C -3.746 2.693 -4.020
C -1.994 0.726 -2.397
C -1.581 0.164 -3.607
C -1.787 -1.184 -3.866
C -2.404 -1.993 -2.923
C -2.826 -1.450 -1.715
C -2.621 -0.099 -1.455
H 1.447 4.366 -2.015
H -0.071 4.586 -1.170
H 1.722 4.006 0.398
H 2.126 2.557 -0.514
H -0.392 0.460 2.978
H 0.784 -0.129 5.054
H 3.029 0.803 5.518
H 4.082 2.332 3.882
H 2.918 2.926 1.814
H -2.725 2.192 1.107
H -4.288 3.753 2.204
H -3.439 5.844 3.215
H -1.016 6.343 3.158
H 0.545 4.761 2.115
H 0.564 1.868 -2.401
H 0.066 3.151 -3.454
H -1.334 5.003 -3.469
H -2.523 6.116 -5.296
H -4.507 5.054 -6.327
H -5.288 2.857 -5.494
H -4.099 1.729 -3.671
H -1.091 0.780 -4.350
H -1.451 -1.608 -4.804
H -2.548 -3.048 -3.127
H -3.315 -2.075 -0.978
H -2.955 0.332 -0.517
S -0.221 -5.964 -4.553
C 0.361 -4.539 -3.955
S 1.012 -3.270 -4.962
C 1.240 -2.234 -3.578
N 0.861 -2.807 -2.467
N 0.417 -4.103 -2.678
C 0.107 -4.871 -1.517
C -0.675 -4.315 -0.518
C -0.936 -5.033 0.638
C -0.426 -6.314 0.792
C 0.357 -6.864 -0.215
C 0.631 -6.146 -1.367
S 1.829 -0.633 -3.695
H -1.079 -3.318 -0.629
H -1.537 -4.583 1.417
H -0.632 -6.879 1.691
H 0.766 -7.860 -0.103
H 1.241 -6.571 -2.150
```

Summary:
Total charge   0
M   890.6 g mol⁻¹
HOMO-LUMO gap   7.8108 eV
Energy above the lowest of the compared OMol25 structures with the same formula, charge and spin   0.00 kJ/mol
Lowest unoccupied orbital energy   0.25 eV
E_tot   -3944.05296 a.u.

---

- total charge of number 1 (C9H8N2O4Ti)?
  +2